Record 1
A 2-piece molecular cluster, C5H8N overall at a distorted geometry, computed with ωB97M-V/def2-TZVPD.

```
! wB97M-V def2-TZVPD RIJCOSX def2/J DEFGRID3
* xyz 1 1
C -0.2147 0.7547 -0.4115
C 2.3549 0.0157 0.6750
C -2.1604 -0.6956 0.5332
C -2.7549 0.2653 -0.4095
C 3.1135 -0.1072 -0.4559
N -1.2717 0.2509 -0.1352
H 2.7862 0.3770 1.6402
H -2.4502 -0.5285 1.5979
H -2.0211 -1.7265 0.2296
H -2.8719 -0.0245 -1.5046
H -3.4746 1.0203 -0.0029
H 2.6524 -0.7067 -1.2580
H 4.2224 -0.0030 -0.4645
H 2.0902 1.1081 -0.0338
*
```

Results
Calculated total energy in Eh: -249.48186
ΔE to the lowest compared entry with this formula, charge and spin in kcal per mole: 215.42
Gap between HOMO and LUMO (alpha / beta) in eV: 6.48 / 6.46



Record 2
A 2-piece molecular cluster, C2H2F3I overall at a distorted geometry, computed with ωB97M-V/def2-TZVPD.

```
! wB97M-V def2-TZVPD RIJCOSX def2/J DEFGRID3
* xyz 0 1
C 1.1544 -0.5030 -0.1924
C -1.6044 0.4992 0.6074
F 0.5061 -1.4633 -0.9173
F 0.9307 -0.9382 1.0817
F -1.0194 1.6515 0.5744
I -3.3662 0.5234 -0.5239
H 2.2662 -0.4892 -0.3339
H 1.1325 0.7196 -0.2962
*
```

Results
Calculated total energy in Eh: -674.53757
ΔE to the lowest compared entry with this formula, charge and spin in kcal per mole: 95.09
Gap between HOMO and LUMO in eV: 8.57



Record 3
A single C2H2Cl2O2S molecule at a distorted geometry, computed with ωB97M-V/def2-TZVPD.

```
! wB97M-V def2-TZVPD RIJCOSX def2/J DEFGRID3
* xyz 0 1
C -0.4576 -0.8802 0.7124
C -0.2396 0.3372 -0.3865
O 0.0646 -1.9764 2.8198
O 0.3080 1.3613 0.2464
S 0.3799 -0.8172 2.1188
Cl 0.6403 -0.3522 -1.7703
Cl -1.8040 0.8939 -1.0407
H -0.9289 -1.7316 0.4135
H 0.2691 2.0898 -0.3912
*
```

Results
Calculated total energy in Eh: -1546.38633
ΔE to the lowest compared entry with this formula, charge and spin in kcal per mole: 42.38
Gap between HOMO and LUMO in eV: 9.38



Record 4
A 3-piece molecular cluster, C23H27N4O6 overall at a distorted geometry, computed with ωB97M-V/def2-TZVPD.

```
! wB97M-V def2-TZVPD RIJCOSX def2/J DEFGRID3
* xyz 1 1
C 3.0085 -2.5173 -0.0511
C 2.6705 -1.2333 -0.2884
C 2.7848 -0.1749 0.7486
O 3.8196 0.1394 1.2505
O 1.6216 0.3933 1.1764
C 1.1709 1.5161 0.3806
C 0.1969 1.0736 -0.7005
C -1.1976 0.7675 -0.1156
C -2.2252 1.8515 -0.4466
C -3.5405 1.6273 0.3424
C -4.6282 0.9491 -0.4907
N -4.3976 -0.4956 -0.5622
C -4.0968 -1.2864 -1.5713
N -3.9298 -2.5529 -1.1909
C -4.1571 -2.5409 0.1190
N -4.1007 -3.5777 0.9574
N -4.4643 -1.2894 0.5463
H 2.3339 -3.3144 -0.3418
H 3.9699 -2.7541 0.3948
H 2.2764 -0.9493 -1.2627
H 0.7282 2.2392 1.0651
H 2.0527 1.9802 -0.0662
H 0.5831 0.1484 -1.1004
H 0.1397 1.8034 -1.5040
H -1.0835 0.6640 0.9672
H -1.5475 -0.2060 -0.4773
H -1.8260 2.8048 -0.0998
H -2.4222 1.8691 -1.5187
H -3.2719 1.0198 1.2093
H -3.9475 2.5612 0.7272
H -4.6065 1.3166 -1.5150
H -5.6304 1.1598 -0.1170
H -3.9917 -0.9694 -2.5962
H -3.8502 -4.4724 0.5720
H -4.3266 -3.4776 1.9296
H -4.6948 -0.9281 1.4577
C 3.6053 3.2552 6.1666
C 3.8892 2.2325 6.9685
C 3.8030 0.8292 6.4880
O 4.0582 -0.1026 7.2193
C 3.3906 0.6130 5.0788
C 3.1069 1.6351 4.2769
C 3.1921 3.0360 4.7576
O 2.9318 3.9675 4.0251
H 3.6603 4.2850 6.4960
H 4.1927 2.3684 7.9987
H 3.3362 -0.4162 4.7474
H 2.8070 1.4956 3.2463
C 0.0910 -1.8176 -4.2378
C 0.0767 -2.6357 -5.2862
C 0.7028 -2.2425 -6.5776
O 0.6866 -2.9860 -7.5302
C 1.3444 -0.9044 -6.6472
C 1.3569 -0.0888 -5.5958
C 0.7321 -0.4821 -4.3117
O 0.7436 0.2612 -3.3477
H -0.3575 -2.0839 -3.2877
H -0.3836 -3.6151 -5.2552
H 1.7950 -0.6382 -7.5946
H 1.8185 0.8899 -5.6251
*
```

Results
Calculated total energy in Eh: -1562.70153
ΔE to the lowest compared entry with this formula, charge and spin in kcal per mole: 0.00
Gap between HOMO and LUMO in eV: 7.42



Record 5
A 15-piece molecular cluster, C27H90N6O15 overall at a distorted geometry, computed with ωB97M-V/def2-TZVPD.

```
! wB97M-V def2-TZVPD RIJCOSX def2/J DEFGRID3
* xyz 0 1
C -1.7426 -16.8606 -0.6058
C -0.9323 -17.6266 0.4112
C 0.4637 -17.0990 0.6510
O 1.1953 -17.1077 -0.5675
C 2.5549 -16.7396 -0.4834
N -1.7685 -17.5938 1.6573
H -2.6995 -17.3545 -0.7811
H -1.2849 -16.8191 -1.5973
H -1.9949 -15.8566 -0.2520
H -0.8034 -18.6738 0.1246
H 1.0132 -17.7058 1.3821
H 0.4629 -16.0963 1.1038
H 2.9554 -16.7316 -1.4940
H 3.1571 -17.3964 0.1456
H 2.6394 -15.7035 -0.1311
H -2.2388 -16.6961 1.6063
H -1.1121 -17.4510 2.4337
C -3.7031 -17.0089 4.9028
C -3.2454 -16.6645 6.3066
C -3.6381 -15.2531 6.8077
O -2.9302 -14.2259 6.1575
C -1.6302 -13.9745 6.6252
N -3.9141 -17.5462 7.2800
H -3.1569 -17.8446 4.4643
H -3.5511 -16.1594 4.2338
H -4.7590 -17.2820 4.9229
H -2.1620 -16.8012 6.4076
H -3.4740 -15.1909 7.8939
H -4.7137 -15.0774 6.7650
H -1.0711 -14.9051 6.7938
H -1.7214 -13.4677 7.5915
H -1.0465 -13.4142 5.8983
H -3.5237 -17.3484 8.1982
H -3.6524 -18.5190 7.1375
C 2.8216 -12.7848 2.7265
C 3.0050 -11.9367 1.4558
C 3.3263 -10.4893 1.8316
O 3.3727 -9.6624 0.6941
C 3.9591 -8.4196 0.8774
N 4.1151 -12.4999 0.6449
H 1.9358 -12.4233 3.2493
H 3.7073 -12.6773 3.3536
H 2.6523 -13.8173 2.4261
H 2.0325 -11.8901 0.9599
H 4.2739 -10.4106 2.3820
H 2.5545 -10.1393 2.5304
H 4.9692 -8.4470 1.3097
H 3.4409 -7.6887 1.5119
H 4.0855 -7.8955 -0.0703
H 4.8845 -12.4167 1.3103
H 4.3054 -11.7406 -0.0142
C -6.1851 -20.5083 -3.0956
C -6.1944 -18.9897 -2.9051
C -5.2181 -18.4832 -1.8599
O -5.7712 -18.7912 -0.5990
C -5.2212 -17.9663 0.4139
N -5.9632 -18.3710 -4.2546
H -6.2112 -21.0120 -2.1197
H -5.2774 -20.9283 -3.5373
H -7.0278 -20.9146 -3.6570
H -7.1894 -18.6259 -2.6449
H -5.0057 -17.4189 -2.0221
H -4.2218 -18.9423 -1.9677
H -4.2874 -18.4794 0.7007
H -5.7207 -18.1322 1.3695
H -4.9046 -16.9324 0.2744
H -6.4716 -18.9871 -4.8786
H -4.9845 -18.5125 -4.4967
C -0.0237 -19.2338 -4.9872
C -0.1595 -18.7311 -3.5514
C -0.2734 -19.8095 -2.4885
O -1.6316 -20.2139 -2.4173
C -1.7934 -21.5128 -1.8364
N 1.0532 -17.8946 -3.3045
H 0.9407 -19.6793 -5.2250
H -0.2089 -18.4322 -5.7049
H -0.7949 -19.9896 -5.1686
H -1.0445 -18.0980 -3.4235
H -0.0156 -19.3645 -1.5221
H 0.4395 -20.6150 -2.6903
H -1.1925 -22.2344 -2.3903
H -2.8284 -21.8118 -2.0084
H -1.6467 -21.4105 -0.7613
H 1.1020 -17.6112 -2.3119
H 0.7936 -17.0311 -3.7763
C -3.5798 -12.0365 -0.3861
C -2.3510 -11.5286 0.4032
C -1.0604 -11.8747 -0.3172
O -0.9327 -13.2925 -0.3976
C 0.3159 -13.6965 -0.9667
N -2.5459 -10.1122 0.6958
H -3.4108 -11.8925 -1.4527
H -4.4800 -11.5795 0.0184
H -3.7137 -13.1079 -0.2168
H -2.3714 -12.0622 1.3647
H -0.2514 -11.5605 0.3581
H -0.9497 -11.4226 -1.3066
H 0.3392 -13.5546 -2.0499
H 0.3474 -14.7497 -0.6853
H 1.1924 -13.1810 -0.5640
H -2.1176 -9.9195 1.5932
H -3.5154 -9.8493 0.7637
O -2.1711 -14.3607 -2.9855
H -1.7602 -14.1221 -2.1432
H -2.9595 -13.8107 -3.0399
O -0.3920 -16.7558 4.1172
H -0.2361 -16.6250 5.0612
H -0.5778 -15.8705 3.7676
O -1.2453 -14.6096 2.2749
H -1.9023 -13.9618 2.5571
H -0.9435 -14.3135 1.4040
O -2.2967 -20.4186 1.3689
H -2.2368 -20.7207 2.2801
H -2.1577 -19.4488 1.4194
O 1.1224 -19.0754 4.5105
H 1.9839 -18.7250 4.2155
H 0.4699 -18.4364 4.1885
O 6.0103 -16.1347 0.9192
H 5.4472 -15.7254 0.2446
H 6.5398 -15.4115 1.2684
C 4.0600 -19.5701 -2.4611
O 3.0884 -19.9134 -3.4087
H 4.4530 -18.5641 -2.6404
H 3.7329 -19.6762 -1.4188
H 4.8957 -20.2678 -2.5586
H 2.3695 -19.2389 -3.4163
C 3.1889 -14.9057 -2.1500
O 4.1958 -14.8075 -1.1746
H 2.2863 -15.3455 -1.7097
H 2.9144 -13.9346 -2.5750
H 3.5077 -15.5510 -2.9673
H 4.0601 -14.0450 -0.5830
C 3.5299 -16.5707 3.9675
O 3.6650 -17.9753 4.0806
H 2.5736 -16.2925 4.4184
H 4.2387 -16.1081 4.6637
H 3.5974 -16.1825 2.9542
H 4.5817 -18.2551 4.0765
*
```

Results
Calculated total energy in Eh: -2539.61754
Gap between HOMO and LUMO in eV: 8.75